# C5H16FN2OS

A cluster of 2 separate species, C5H16FN2OS in total at a distorted geometry (ωB97M-V with the def2-TZVPD basis set, the Open Molecules 2025 dataset).

## Properties
E_LUMO in eV: -3.39
Energy in eV: -24017.1501
Highest occupied orbital energy in eV: -13.3
Charge: +1

Structure (XYZ):
```
26
Properties=species:S:1:pos:R:3:forces:R:3
S 0.108093 2.315322 -1.235950 0.00 0.39 -0.51
F -1.565247 0.000786 -2.109749 0.35 0.20 0.15
O 0.072483 0.170118 3.045748 0.17 -0.06 -0.29
N 1.973257 0.141118 -1.028956 -0.25 -0.95 0.31
N 0.033551 1.155014 0.126324 0.02 0.52 0.09
C 2.892076 -1.035005 -0.986107 0.27 0.46 0.14
C -1.654831 -0.493737 -0.819929 -1.10 -0.75 0.38
C -3.102809 -0.958688 -0.592135 0.13 0.80 -0.13
C 1.145900 0.118468 0.157554 1.82 0.23 0.12
C -1.351466 0.576496 0.217232 -0.22 -0.84 -0.25
H 0.763736 -0.879882 0.348986 -0.40 0.17 -0.28
H 2.596977 0.939390 -0.971248 -0.32 0.20 -0.24
H -0.085801 -0.769499 3.197837 -0.07 0.06 0.17
H -3.295874 -1.217204 0.451716 0.13 -0.22 -0.14
H 0.724345 3.340534 -0.594874 -0.14 -0.46 0.22
H -1.017451 -1.380251 -0.739025 0.30 0.33 -0.12
H -1.424137 0.106581 1.197539 0.08 0.15 0.00
H 3.755962 -0.797954 -0.349243 -0.09 -0.24 -0.04
H -3.357257 -1.778808 -1.260294 0.07 -0.02 0.13
H 0.158690 1.726098 0.963757 -0.19 -0.19 0.07
H -3.747031 -0.104473 -0.829772 -0.05 -0.20 -0.03
H 3.269714 -1.252532 -1.983773 -0.18 -0.03 0.04
H 2.407171 -1.914460 -0.561035 -0.09 0.03 -0.25
H 1.018650 0.273632 3.199089 -0.05 0.02 0.27
H 1.784895 0.357777 1.020812 -0.53 0.19 0.18
H -2.103598 1.361161 0.135496 0.35 0.22 0.03
```
Positions in Å, forces in eV/Å.

Okay, here come the Löwdin numbers, in e, for every atom: 0.9508 -0.0149 -0.0385 -0.1236 -0.3542 -0.0791 -0.3843 -0.0145 -0.2412 -0.1502 0.1191 0.0959 0.0657 0.0928 -0.0885 0.1449 0.1209 0.0889 0.0947 0.1294 0.0964 0.0882 0.0830 0.0531 0.1277 0.1375

# C5H16N2O

A cluster of 2 separate species, C5H16N2O in total at a distorted geometry (ωB97M-V with the def2-TZVPD basis set, the Open Molecules 2025 dataset).

## Properties
E_LUMO in eV: 0.92
Energy in eV: -10470.2714
Highest occupied orbital energy in eV: -8.4

Structure (XYZ):
```
24
Properties=species:S:1:pos:R:3:forces:R:3
O 0.397240 3.643472 1.043213 0.43 -0.59 1.82
N -1.562458 1.092776 -1.053203 -0.01 0.20 1.06
N -0.176833 -2.144641 -0.136330 -1.11 -0.73 -6.30
C -0.677004 0.079051 -1.419863 0.99 -4.02 0.04
C -0.378281 -0.715957 -0.072943 0.85 0.89 1.01
C 0.858886 0.014268 0.633945 -1.59 0.42 -0.55
C 0.656992 -2.624957 -1.363700 -2.69 0.47 -0.04
C 0.733263 0.000962 2.200992 -0.46 -1.37 -1.24
H 1.571774 -2.202433 -1.220189 3.07 0.98 0.05
H 0.313815 -2.238662 -2.379652 -0.15 -0.36 1.61
H 1.802941 -0.465863 0.335199 -0.36 -0.25 0.11
H 0.054208 0.711691 2.619467 -0.66 0.63 -0.05
H -1.085039 -0.739722 -2.083634 -0.14 1.01 0.13
H 0.413092 -1.000338 2.653015 0.50 1.10 -0.98
H 1.688721 0.226216 2.567360 1.39 0.27 0.93
H -1.312638 -0.704038 0.582803 1.09 0.98 -0.73
H -2.422577 0.686070 -0.725926 -0.32 0.74 -0.24
H 0.922316 1.019905 0.084993 -0.07 -0.87 1.69
H 0.793712 -3.701830 -1.512150 -0.48 0.13 0.69
H -0.125157 3.337722 0.316315 -0.57 -0.48 -0.59
H 0.293872 2.951295 1.750948 0.11 1.02 -1.23
H -1.557954 1.916473 -1.582716 -0.64 0.86 -0.87
H 0.261266 0.388157 -1.943968 -0.71 0.18 0.74
H 0.221632 -2.489559 0.648577 1.53 -1.17 2.94
```
Positions in Å, forces in eV/Å.

Okay, here come the Löwdin numbers, in e, for every atom: -0.0692 0.0078 -0.0681 -0.2929 -0.3618 -0.1874 -0.0706 -0.0994 0.0159 0.0845 0.0954 0.0442 0.1017 0.0960 0.0379 0.1432 0.0867 0.1001 0.0712 -0.0067 0.0475 0.0586 0.1282 0.0372